{
  "formula": "C14H17N3O4S2",
  "method": "ωB97M-V/def2-TZVPD",
  "mol_weight_da": 355.44,
  "spin_multiplicity": 1,
  "homo_ev": -7.8997,
  "lumo_energy_ev": 0.28,
  "smiles": "CCOC(=O)c1cc(CC)sc1NC(=O)C[C@H]1SC(N)=NC1=O",
  "e_above_lowest_kcal_mol": 275.0,
  "species": ["H", "C", "C", "S", "N", "C", "H", "H", "H", "C", "H", "H", "H", "O", "H", "H", "H", "H", "C", "C", "O", "N", "H", "O", "C", "C", "C", "H", "H", "C", "C", "C", "C", "O", "H", "C", "H", "S", "H", "N"],
  "xyz": [[3.84688, 2.12211, 1.52158], [-0.47901, 4.27800, 0.80618], [-1.99475, 1.24900, -0.11977], [0.54135, 1.53110, -0.93431], [3.08183, -0.39784, 1.52654], [3.74691, -2.07607, -0.14550], [3.52458, -2.08056, -2.54977], [-2.28800, 4.13642, -0.02163], [-3.99700, -2.94528, -0.78794], [-5.30148, -2.12121, 0.87202], [0.64408, 4.19269, 0.76693], [-6.01314, -1.33328, 0.21274], [4.35186, -3.16630, -0.08628], [-1.57568, -2.47663, -0.48662], [-0.95572, 4.30177, -1.32166], [5.05801, 1.94768, 0.75323], [-0.65406, 5.23898, 1.04205], [-5.92810, -3.00120, 0.92519], [-0.08520, 0.12043, -0.96513], [4.19054, 0.28740, 0.78304], [2.45169, 0.41823, -1.72748], [0.82465, -1.01559, -1.15219], [-5.25764, -1.61384, 2.01992], [-3.24702, -1.37271, -0.08339], [2.94213, -2.23945, -1.63366], [2.02889, -0.59310, -1.45052], [-2.07203, -1.37503, -0.31992], [2.30510, -2.85450, -1.45725], [-3.24861, -2.99357, 0.85473], [2.85512, -1.70545, 0.85841], [-3.82637, -2.43537, 0.21475], [-1.37499, 0.02365, -0.60817], [-1.00477, 2.46213, -0.45948], [1.95473, -2.38509, 1.49267], [0.42399, -1.85524, -0.99680], [-1.25595, 3.87222, -0.28979], [-0.74813, 3.72003, 1.85484], [4.99828, -0.77405, -0.26400], [-2.90168, 1.37461, 0.15044], [4.43872, 1.53493, 1.20597]],
  "mulliken_charge": [0.20, -1.21, -1.41, -0.23, -0.61, 0.39, 0.37, 0.29, 0.26, -1.06, 0.26, 0.23, 0.37, -0.75, 0.17, 0.17, 0.50, 0.41, 0.37, 0.74, -0.42, 0.06, 0.23, -0.20, -1.22, 0.28, 0.86, 0.64, 0.42, 0.16, -0.38, -0.03, 0.12, -0.65, 0.32, -0.05, 0.24, -0.19, 0.71, -0.40]
}